DFT (ωB97M-V/def2-TZVPD) results for C2H5O2S as an isolated structure.

XYZ file:
```
10
Properties=species:S:1:pos:R:3:lowdin_spin:R:1
C -1.57780 -0.88672 1.34005 0.100
S -0.05881 0.01300 1.61707 0.841
H -1.93778 -1.61889 2.07653 0.001
H -2.35486 -0.12038 1.33108 0.029
H -1.44455 -1.49060 0.43673 0.011
O 1.71848 0.37699 -2.83528 0.000
C 1.72648 0.84236 -1.72400 0.000
O 0.73715 0.99011 -0.90136 0.005
H 2.72213 1.25465 -1.40898 0.000
H 0.46956 0.63949 0.06816 0.013
```

Output
2S+1: 2
HOMO-LUMO gap (spin up / spin down): 10.18 / 6.44 eV
relative energy (zero: lowest compared OMol25 entry of this formula, charge and spin): 24.59 kcal/mol
energy: -17082.9180 eV